(1)
# C26H36N2O4

C26H36N2O4 in the gas phase (ωB97M-V with the def2-TZVPD basis set, the Open Molecules 2025 dataset).

The geometry in XYZ format:
```
68
Properties=species:S:1:pos:R:3:forces:R:3
O 0.125 4.449 -0.407 -0.08 -0.11 0.15
O 2.344 -0.612 2.805 -0.06 0.07 -0.08
O -3.049 2.797 0.067 0.28 0.23 0.01
O -0.383 3.093 1.309 0.28 -0.24 -0.02
N 3.141 1.509 -1.317 0.14 -0.05 -0.24
N -2.956 -2.343 -0.258 -0.11 -0.21 -0.03
C -3.977 1.782 -0.207 -0.05 -0.08 0.02
C -4.947 -2.033 1.219 0.23 -0.19 -0.04
C 3.422 0.544 -0.386 0.01 -0.15 0.47
C 4.497 -1.668 0.065 0.17 -0.06 -0.06
C 4.614 -0.319 -0.657 -0.04 -0.15 0.14
C 2.982 -0.524 1.772 0.49 -0.31 0.02
C -2.769 2.934 1.440 0.27 0.15 0.12
C 5.812 -2.438 -0.074 -0.23 0.20 0.04
C 1.382 1.225 0.872 0.08 -0.16 -0.04
C 1.368 2.429 -0.049 0.47 -0.39 0.02
C 0.335 3.433 0.221 -0.08 0.61 -0.31
C 0.209 0.315 0.573 -0.08 -0.03 0.17
C -1.936 -1.453 0.012 0.18 0.03 0.06
C 4.217 -1.380 1.541 -0.10 -0.07 0.02
C -1.550 3.838 1.602 -0.75 0.16 -0.11
C 3.359 -2.495 -0.536 0.10 0.13 0.09
C -3.370 -2.608 -1.617 -0.01 0.19 -0.21
C -1.682 -0.988 1.311 -0.15 -0.11 0.10
C -3.760 -2.906 0.800 -0.17 0.09 0.20
C 2.246 3.580 -2.142 -0.16 0.10 0.02
C -4.076 -1.427 -2.290 0.14 -0.23 0.07
C 2.202 2.501 -1.111 -0.37 0.33 0.24
C -0.037 -0.131 -0.717 0.00 0.07 0.21
C -1.080 -0.990 -0.997 -0.10 -0.10 -0.17
C 2.655 0.421 0.717 -0.24 0.62 -0.26
C -0.632 -0.133 1.579 0.09 -0.01 -0.18
H -3.633 3.373 1.964 0.09 -0.03 -0.02
H 3.273 -3.446 -0.016 -0.02 -0.14 0.05
H 3.187 4.126 -2.070 0.09 0.02 -0.01
H 2.178 3.145 -3.139 0.04 -0.06 -0.09
H -4.929 1.962 0.309 -0.01 -0.02 -0.03
H 1.426 4.274 -1.994 0.08 -0.01 -0.08
H 1.300 1.550 1.914 0.02 -0.07 -0.16
H -1.212 -1.306 -2.019 -0.07 -0.04 -0.10
H 6.032 -2.633 -1.122 0.05 -0.04 -0.13
H -4.050 -3.463 -1.597 0.12 0.01 0.02
H 4.716 -0.477 -1.735 0.02 0.00 -0.05
H -5.471 -2.497 2.051 -0.12 -0.01 0.11
H -4.978 -1.158 -1.746 -0.10 0.04 0.05
H -0.459 0.189 2.595 0.04 0.04 0.12
H -3.120 -3.099 1.665 -0.05 -0.07 -0.05
H -2.307 -1.290 2.136 -0.10 -0.05 0.05
H -4.137 -3.875 0.458 0.11 0.05 0.06
H 6.640 -1.875 0.351 0.12 0.05 0.05
H 3.549 -2.698 -1.588 0.01 -0.04 -0.13
H -5.646 -1.915 0.395 -0.09 0.03 -0.07
H -2.545 1.952 1.882 -0.07 0.08 0.01
H 5.063 -0.840 1.977 0.05 0.01 0.03
H -3.587 0.802 0.091 -0.03 0.00 -0.02
H 5.747 -3.392 0.443 0.01 -0.13 0.06
H -4.609 -1.046 1.525 0.01 0.13 0.04
H -3.424 -0.559 -2.318 0.04 0.12 -0.04
H 4.098 -2.307 2.104 -0.01 0.02 0.03
H 5.517 0.198 -0.313 0.02 0.02 -0.05
H -4.142 1.797 -1.283 -0.07 -0.08 0.00
H -2.501 -2.903 -2.216 -0.09 -0.07 0.00
H -4.350 -1.693 -3.308 -0.05 0.03 -0.14
H 2.409 -1.974 -0.448 -0.15 -0.03 -0.05
H 3.756 1.606 -2.112 -0.09 -0.02 0.14
H -1.620 4.687 0.915 -0.03 -0.09 0.22
H 0.597 0.198 -1.529 0.07 0.04 -0.11
H -1.473 4.187 2.635 0.01 -0.03 -0.11
```
Forces are in eV/Å.

Summary:
Highest occupied orbital energy: -7.21 eV
Largest force on an atom: 0.776 eV/A
LUMO: 0.57 eV
Multiplicity: 1
SMILES: CCN(CC)c1ccc([C@@H]2C(C(=O)OCCOC)=C(C)NC3=C2C(=O)CC(C)(C)C3)cc1
ΔE to the lowest compared entry with this formula, charge and spin: 17.3 kcal per mole
Charge: 0
Orbital gap: 7.775 eV


(2)
# C26H36N4O3PRuTe

A molecular structure, C26H36N4O3PRuTe at a distorted geometry (ωB97M-V with the def2-TZVPD basis set, the Open Molecules 2025 dataset).

The geometry in XYZ format:
```
72
Properties=species:S:1:pos:R:3:forces:R:3
Te -1.486 4.094 0.091 0.05 0.23 -0.15
Ru 0.552 -0.443 0.400 -0.73 -0.60 -0.48
P -2.193 1.949 0.885 -0.68 -2.35 0.93
O -1.127 0.904 0.760 0.29 0.92 -0.12
O -3.453 1.368 0.125 0.77 0.37 0.09
O -2.754 2.011 2.390 -0.16 0.18 -1.59
N 2.068 0.792 0.693 0.50 0.34 0.11
N 0.016 -0.680 -1.832 -0.20 0.17 1.18
N 2.012 -1.688 0.748 -0.14 0.22 0.18
N -0.791 -1.862 0.292 0.18 -0.12 0.13
C 1.667 -3.053 1.075 -0.22 -0.47 0.24
C 5.716 -1.738 0.434 0.16 0.39 0.14
C 1.249 2.053 -1.815 0.22 0.01 0.05
C 6.354 -0.524 0.642 0.06 -0.07 0.03
C 5.770 0.691 0.987 0.02 -0.22 -0.10
C 3.280 0.254 0.802 0.29 0.04 0.10
C 2.130 2.763 -0.786 -0.24 -0.10 0.24
C 0.479 -3.020 2.054 -0.07 0.02 -0.25
C -1.162 -1.241 -1.947 0.20 0.05 -0.19
C 4.375 -2.052 0.534 -0.40 0.14 0.05
C -2.945 -2.439 -0.543 0.72 0.33 0.28
C -1.970 2.587 3.419 0.66 0.42 0.89
C -1.812 -1.324 -3.213 -0.08 -0.01 -0.18
C -3.053 -1.778 -3.572 0.13 0.09 0.18
C -5.365 1.536 -1.275 0.27 0.09 0.24
C -4.007 -2.577 -1.420 -0.25 0.03 -0.77
C -0.989 1.586 4.004 -0.12 -0.01 -0.25
C 0.732 -0.105 -2.943 0.33 0.06 -0.18
C -4.065 -2.308 -2.774 -0.28 -0.11 0.33
C 4.438 1.030 1.040 -0.29 -0.01 -0.05
C -4.603 2.171 -0.127 -0.77 0.35 -0.23
C -0.894 -2.784 1.393 0.01 -0.34 0.37
C 1.861 2.215 0.625 0.22 0.65 -0.21
C 3.257 -1.213 0.727 0.46 0.00 -0.20
C 1.855 0.775 -2.402 -0.39 -0.08 -0.08
C -1.670 -1.865 -0.707 -1.07 -0.40 -0.44
H 3.184 2.650 -1.044 0.07 0.06 0.00
H -0.356 1.171 3.216 0.02 0.02 0.08
H -1.293 -3.744 1.036 0.03 0.13 0.07
H 2.451 2.757 1.372 -0.13 -0.02 0.00
H -2.674 2.935 4.179 0.09 0.00 -0.15
H -6.246 2.120 -1.520 -0.10 0.07 0.01
H 2.390 0.194 -1.646 0.07 0.16 -0.18
H 0.689 -2.226 2.782 -0.03 -0.20 -0.03
H -4.993 -2.538 -3.279 -0.08 -0.03 0.03
H -3.158 -2.761 0.468 0.03 -0.02 0.01
H -1.437 3.457 3.014 -0.08 -0.05 0.19
H 0.079 0.516 -3.569 0.02 -0.07 -0.07
H -4.724 1.477 -2.152 0.02 -0.01 -0.10
H -3.295 -1.685 -4.624 0.05 -0.01 -0.06
H -4.286 3.192 -0.386 -0.07 -0.11 -0.01
H -1.573 -2.397 2.169 -0.04 -0.16 -0.15
H 2.495 -3.555 1.587 -0.03 0.09 -0.20
H 1.899 3.830 -0.777 0.10 0.08 0.03
H -4.919 -2.969 -0.987 0.02 -0.07 0.05
H -1.226 -0.944 -4.039 0.02 -0.05 0.04
H 4.241 2.067 1.271 0.03 0.01 -0.01
H -5.668 0.530 -0.999 -0.07 -0.10 -0.01
H 2.555 1.024 -3.199 0.09 0.00 -0.04
H 6.457 1.500 1.207 0.02 0.01 -0.05
H -0.355 2.076 4.736 0.04 0.04 0.12
H 1.411 -3.612 0.162 0.08 0.03 0.20
H -1.522 0.768 4.484 0.00 -0.05 0.04
H 0.301 1.791 -1.328 -0.02 0.08 -0.13
H 1.145 -0.913 -3.560 -0.08 0.08 -0.09
H 7.429 -0.521 0.539 0.09 -0.04 0.05
H 4.137 -3.090 0.348 -0.06 -0.01 0.03
H -5.209 2.223 0.783 0.09 -0.03 -0.07
H 0.421 -3.967 2.592 0.04 0.03 0.07
H 6.364 -2.565 0.184 0.04 -0.10 -0.03
H 0.799 2.388 0.849 0.31 0.03 0.11
H 1.012 2.737 -2.632 -0.04 -0.02 -0.07
```
Forces are in eV/Å.

Summary:
Highest occupied orbital energy (spin up / spin down): -9.53 / -9.86 eV
Largest force on an atom: 2.614 eV/A
LUMO (spin up / spin down): -2.29 / -5.64 eV
Multiplicity: 5
ΔE to the lowest compared entry with this formula, charge and spin: 17.4 kcal per mole
Charge: +1
Orbital gap (spin up / spin down): 7.245 / 4.221 eV


(3)
# C26H36NO13PS

5 unconnected molecules or ions with the total composition C26H36NO13PS at a distorted geometry (ωB97M-V with the def2-TZVPD basis set, the Open Molecules 2025 dataset).

The geometry in XYZ format:
```
78
Properties=species:S:1:pos:R:3:forces:R:3
S -1.143 -0.486 -0.133 0.00 -0.42 -0.88
P 1.568 5.423 0.689 -0.70 0.58 2.55
O 7.532 -0.481 -2.671 0.06 -0.14 0.00
O 0.709 6.503 -0.273 1.16 -0.85 -0.57
O 5.148 3.947 -3.359 -0.58 0.64 0.60
O 0.462 3.212 8.763 -0.12 -0.19 -0.13
O -4.484 -1.144 2.368 0.34 0.01 -0.22
O -4.004 -2.585 0.716 0.08 0.06 0.06
O 4.520 2.233 -4.605 0.57 -2.02 -0.97
O 7.636 -2.334 -1.401 0.18 0.22 -0.01
O 0.617 2.634 6.595 -0.01 0.16 0.16
O 1.029 3.188 2.519 0.95 0.73 2.09
O -5.583 -7.687 1.167 -0.12 0.39 -0.12
O -0.067 1.354 -2.154 -0.15 -0.89 -2.97
O -6.916 -6.601 -0.302 0.22 -0.27 0.05
N 3.242 5.511 0.178 -0.73 -0.08 -0.90
C -0.021 1.525 1.317 0.41 1.01 0.22
C 0.919 3.727 0.253 0.39 -0.11 -0.63
C 6.322 -2.349 -3.441 0.24 0.26 -0.48
C 6.493 -1.360 -4.589 -0.14 -0.16 -0.16
C 0.900 4.021 -2.236 0.44 -0.85 -0.58
C 4.216 3.224 -4.047 -0.81 0.88 0.37
C -6.987 -8.209 -2.019 0.03 -0.21 -0.13
C 0.840 4.761 5.618 0.09 0.25 0.00
C -4.646 -2.212 1.851 -0.42 0.25 0.24
C -4.485 -3.871 0.282 -0.04 -0.28 -0.08
C 0.656 3.246 -0.963 -0.46 0.69 -0.25
C 1.038 3.275 5.374 -0.05 0.05 0.03
C 7.239 -1.774 -2.380 -0.24 -0.28 0.26
C -0.314 1.066 0.118 -0.77 -0.30 0.23
C 2.438 4.060 -2.533 -0.97 -0.11 -0.84
C -5.589 -3.308 2.299 0.38 -0.42 -0.18
C -5.072 -4.515 1.524 -0.12 -0.03 0.21
C 0.680 3.512 7.625 0.25 0.08 0.34
C -6.459 -8.872 -0.754 0.00 0.28 -0.53
C -7.671 -6.971 -1.470 -0.19 0.06 -0.21
C 6.818 -0.072 -3.853 -0.08 0.11 -0.16
C 1.101 4.877 7.116 -0.31 0.02 -0.51
C 0.672 2.840 1.442 -0.66 -0.41 -1.47
C 2.783 3.735 -4.017 0.91 0.89 0.87
C 0.083 1.862 -1.103 -0.10 0.14 2.24
C -6.232 -7.688 0.162 -0.02 -0.45 0.24
H -7.198 -9.532 -0.298 0.09 -0.03 0.08
H 0.469 5.022 -2.212 0.09 -0.10 0.30
H 2.160 5.023 7.336 -0.03 0.02 0.11
H -5.530 -9.407 -0.931 -0.03 -0.11 0.29
H 7.445 0.594 -4.443 0.07 0.06 0.19
H -0.195 5.037 5.404 0.03 -0.02 -0.03
H -6.606 -3.039 2.008 0.00 0.08 0.09
H -4.282 -5.005 2.096 -0.02 -0.02 -0.05
H 0.440 2.913 4.551 -0.05 -0.23 0.16
H 2.918 3.312 -1.899 0.15 0.38 0.12
H 5.922 0.469 -3.549 0.00 -0.02 -0.03
H 3.833 5.150 0.921 -0.12 0.07 0.04
H 0.417 3.485 -3.062 -0.03 0.06 0.24
H -2.168 -0.549 0.755 0.53 0.70 0.15
H -3.659 -4.447 -0.131 0.09 0.21 -0.03
H 0.507 5.662 7.576 0.17 -0.05 0.25
H 5.599 3.370 -2.727 0.27 -0.04 -0.41
H -7.664 -6.146 -2.180 0.03 0.12 0.18
H -5.233 -3.717 -0.500 0.00 0.05 0.03
H -0.241 1.012 2.246 0.06 0.03 -0.05
H 5.621 -1.276 -5.235 0.00 0.09 0.05
H 5.301 -2.357 -3.057 0.03 -0.09 0.06
H 2.773 4.683 -4.570 -0.27 -0.26 -0.19
H 7.342 -1.658 -5.206 -0.01 0.03 0.01
H -8.702 -7.167 -1.167 0.02 0.00 0.03
H 2.790 5.068 -2.334 0.39 -0.34 0.40
H 2.143 2.984 -4.475 0.07 0.10 0.00
H 1.487 5.386 5.006 0.00 -0.09 -0.05
H 1.300 7.223 -0.541 -0.29 -0.02 -0.07
H -6.150 -7.918 -2.657 -0.04 0.01 0.00
H -5.529 -3.455 3.374 -0.16 0.25 0.02
H -7.651 -8.842 -2.606 -0.05 0.06 0.03
H 6.632 -3.353 -3.718 -0.12 -0.09 0.27
H 2.084 3.020 5.190 -0.02 -0.01 0.01
H -5.830 -5.257 1.304 0.03 0.03 -0.03
H 3.466 6.497 0.061 0.18 -0.12 0.07
```
Forces are in eV/Å.

Summary:
Highest occupied orbital energy: -8.11 eV
Largest force on an atom: 3.105 eV/A
LUMO: -1.36 eV
Multiplicity: 1
SMILES: NP(O)C1=C(CCCC(=O)O)C(=O)C(S)=CC1=O.O=C1CCCO1.O=C1CCCO1.O=C1CCCO1.O=C1CCCO1
Charge: 0
Orbital gap: 6.751 eV


- Number 3 is which compound?
  C26H36NO13PS